C4H4CuO2 | wB97M-V/def2-TZVPD

Computed properties:
lowest unoccupied orbital energy (spin up / spin down) = -0.093 / -0.093 Eh
multiplicity = 2
calculated total energy = -1945.51867 hartree
M = 147.62 g mol⁻¹
energy above the lowest of the compared OMol25 structures with the same formula, charge and spin = 69.21 kcal/mol
gap between HOMO and LUMO (spin up / spin down) = 0.1544 / 0.1549 Eh
charge = 0

Structure (XYZ):
```
11
Properties=species:S:1:pos:R:3:lowdin_charge:R:1
H 0.6576 -1.4180 -0.0640 0.107
O -2.5785 1.0738 -0.0589 -0.112
C -1.5862 0.0479 0.0123 -0.363
C -0.2161 0.6126 0.0719 -0.063
C 0.7859 -0.3240 0.1249 -0.248
C 2.1428 0.0624 0.0171 -0.240
O 3.2029 -0.5209 0.1685 -0.084
Cu 4.4908 1.0026 -0.2180 0.704
H -3.4464 0.6616 -0.0943 0.065
H -1.6836 -0.6191 -0.8683 0.116
H -1.7692 -0.5789 0.9088 0.117
```